Here is a structure of composition C26H22BN8SV from the OMol25 dataset. Energies are from ωB97M-V/def2-TZVPD.

Output
HOMO level (alpha / beta) = -10.72 / -11.16 eV
HOMO-LUMO gap (alpha / beta) = 7.530 / 6.029 eV
LUMO level (alpha / beta) = -0.1174 / -0.1885 hartree
net charge = +1
multiplicity = 4

Last column: Mulliken spin population.
Element x y z (Å)
V (0.05294, 0.63035, 0.59566)  1.903
C (-3.36661, 1.76907, 2.50989)  0.004
C (-2.67922, 1.78492, 1.29774)  0.030
N (-1.55269, 1.09064, 1.43259)  0.007
N (-1.47711, 0.62988, 2.69965)  0.028
C (-2.57329, 1.02814, 3.36868)  0.023
B (-0.41502, -0.46486, 3.10101)  -0.127
N (-0.55840, -1.57352, 2.02519)  -0.011
C (-0.90163, -2.87214, 2.09749)  0.037
C (-0.88213, -3.39603, 0.81654)  -0.004
C (-0.50908, -2.33788, -0.00916)  0.033
N (-0.31966, -1.24485, 0.72886)  0.036
N (1.05514, 0.06090, 2.95218)  0.025
C (2.10330, -0.04026, 3.78925)  0.031
C (3.24208, 0.37365, 3.11994)  0.000
C (2.81134, 0.71343, 1.83938)  0.030
N (1.49764, 0.51206, 1.76105)  0.013
N (-0.65734, -0.85626, 4.52359)  0.007
C (-0.48135, -0.02008, 5.58958)  0.014
C (-0.96379, -0.65704, 6.69971)  0.007
C (-1.43143, -1.89709, 6.21510)  0.000
N (-1.24882, -2.00532, 4.91556)  0.001
H (-4.31231, 2.23069, 2.73033)  0.001
H (-2.93183, 2.25685, 0.36275)  0.001
H (-2.73832, 0.76694, 4.40037)  0.003
H (-1.13455, -3.31708, 3.04890)  0.004
H (-1.11493, -4.40140, 0.51615)  0.000
H (-0.36855, -2.31126, -1.07705)  0.000
H (1.99360, -0.41474, 4.79184)  0.002
H (4.24382, 0.41800, 3.50775)  0.000
H (3.36420, 1.08486, 0.99258)  0.000
H (-0.04587, 0.95985, 5.46549)  -0.017
H (-0.97741, -0.29224, 7.71145)  0.000
H (-1.90138, -2.69487, 6.76576)  0.000
C (0.45993, 1.45713, -1.04842)  -0.168
C (0.78080, 2.36357, -1.80725)  0.112
C (1.16200, 3.51197, -2.56071)  0.009
C (1.26692, 4.71769, -1.84819)  0.018
C (1.66913, 5.87330, -2.48787)  -0.002
C (1.96844, 5.84664, -3.84402)  0.015
C (1.84501, 4.66360, -4.55817)  -0.008
C (1.44453, 3.49854, -3.92734)  0.013
H (1.03058, 4.71537, -0.79486)  -0.002
H (1.75083, 6.79471, -1.92691)  0.000
H (2.29726, 6.74918, -4.34100)  0.001
H (2.06595, 4.65151, -5.61683)  0.000
H (1.35053, 2.57651, -4.48471)  -0.001
S (0.50790, 3.46803, 1.92460)  0.706
C (0.42182, 3.53529, 3.64463)  -0.029
C (-0.80705, 3.75276, 4.29295)  0.103
C (-0.85966, 3.82283, 5.67142)  -0.048
C (0.30375, 3.68351, 6.42415)  0.138
C (1.52719, 3.47882, 5.79098)  -0.051
C (1.59293, 3.40494, 4.41363)  0.108
H (-1.70495, 3.88494, 3.70581)  -0.001
H (-1.80653, 3.99267, 6.16698)  0.001
H (0.26086, 3.74362, 7.50338)  0.005
H (2.42962, 3.38982, 6.38122)  0.000
H (2.53923, 3.26321, 3.90997)  0.000



Here is a cluster of 4 separate species, C18H34N4O6 in total from the OMol25 dataset. Energies are from ωB97M-V/def2-TZVPD.

Output
HOMO level = -9.59 eV
SMILES string = CCN[C@@](N)(C#N)CC#N.CCOC(C)=O.CCOC(C)=O.CCOC(C)=O
HOMO-LUMO gap = 9.998 eV
LUMO level = 0.0150 hartree

Last column: Löwdin charge in e.
Element x y z (Å)
C (4.26165, -0.59975, 0.85667)  -0.088
C (3.44309, -1.89509, 0.91380)  -0.256
N (2.03526, -1.78830, 1.30074)  0.002
C (1.11303, -1.09070, 0.42151)  -0.558
N (1.63906, -0.98376, -0.91862)  0.121
C (-0.19303, -1.83377, 0.41946)  -0.143
N (-1.24553, -2.29018, 0.33994)  0.177
C (0.75125, 0.31664, 0.96859)  -0.094
C (0.00079, 1.11601, 0.01240)  -0.205
N (-0.59936, 1.72352, -0.75959)  0.177
H (4.32045, -0.23985, -0.16708)  0.056
H (3.85578, 0.18185, 1.49561)  0.059
H (5.28579, -0.80337, 1.16291)  0.070
H (3.52669, -2.41904, -0.03420)  0.080
H (3.89238, -2.56560, 1.64621)  0.113
H (1.95651, -1.43942, 2.24510)  0.118
H (0.93343, -0.60508, -1.54131)  0.090
H (1.87307, -1.90420, -1.27335)  0.097
H (1.64975, 0.84576, 1.28229)  0.120
H (0.12232, 0.18205, 1.85108)  0.135
O (-3.93700, 1.18266, 4.60549)  0.102
C (-4.47120, 0.78699, 3.60655)  -0.531
O (-3.87836, -0.20524, 2.91333)  -0.007
C (-4.47591, -0.83176, 1.77255)  -0.236
C (-4.21506, -0.05191, 0.50297)  -0.063
C (-5.74871, 1.40609, 3.08628)  0.020
H (-5.53902, -1.00940, 1.94038)  0.110
H (-3.99317, -1.80518, 1.71119)  0.113
H (-4.66998, 0.93932, 0.53607)  0.052
H (-4.61337, -0.58436, -0.36058)  0.086
H (-3.14161, 0.07678, 0.36388)  0.059
H (-5.48948, 2.29704, 2.51497)  0.088
H (-6.34648, 1.71007, 3.94114)  0.092
H (-6.34747, 0.74990, 2.46049)  0.069
O (-6.20386, 6.64852, 0.29160)  0.105
C (-5.25293, 6.08260, -0.17121)  -0.531
O (-4.87662, 4.90719, 0.36984)  -0.005
C (-3.84029, 4.08990, -0.18700)  -0.231
C (-2.45980, 4.50516, 0.27040)  -0.060
C (-4.44685, 6.67635, -1.30493)  0.012
H (-3.92039, 4.05782, -1.27400)  0.114
H (-4.06458, 3.08751, 0.17452)  0.098
H (-2.20611, 5.51147, -0.06529)  0.070
H (-1.71839, 3.81330, -0.12539)  0.037
H (-2.40735, 4.49718, 1.35964)  0.086
H (-3.73314, 7.38225, -0.88211)  0.095
H (-5.12909, 7.22233, -1.95084)  0.090
H (-3.90668, 5.95035, -1.90621)  0.068
O (5.80189, -1.81978, -1.78546)  0.109
C (5.76997, -2.92713, -2.24643)  -0.520
O (5.17294, -3.90014, -1.52620)  -0.016
C (4.97525, -5.22977, -2.02088)  -0.234
C (6.19346, -6.10309, -1.80998)  -0.061
C (6.41551, -3.26148, -3.57062)  0.017
H (4.65880, -5.20619, -3.06416)  0.111
H (4.13584, -5.61099, -1.44200)  0.124
H (7.05509, -5.73525, -2.36722)  0.070
H (5.98632, -7.12250, -2.13543)  0.083
H (6.46198, -6.12253, -0.75421)  0.085
H (7.47590, -3.44022, -3.39682)  0.097
H (6.31523, -2.39646, -4.22044)  0.092
H (5.99234, -4.12516, -4.07604)  0.070



no.,largest force on an atom (eV/A)
1,2.56
2,0.59